Record 1
Computed, not measured: a 4-piece molecular cluster, CH11N3O3 overall in a non-equilibrium geometry, with ωB97M-V/def2-TZVPD.

Results
SMILES = N=C(N)N.O.O.O
total charge = 0
HOMO-LUMO gap = 9.37 eV
ΔE to the lowest compared entry with this formula, charge and spin = 13.8 kcal/mol

```
18
Properties=species:S:1:pos:R:3:forces:R:3
N -0.081977 1.666156 -1.839881 0.5 0.0 0.3
C -0.326958 0.727269 -0.998360 1.0 -0.4 -0.1
N -0.639901 -0.571052 -1.397572 -0.1 0.5 -0.3
N -0.088067 0.837104 0.330929 -0.8 -0.2 1.2
H 0.102470 1.214832 -2.730631 -0.3 0.4 -0.4
H -0.951569 -1.232504 -0.708268 0.0 -0.1 0.0
H -1.108963 -0.582277 -2.285024 -0.3 -0.3 0.0
H 0.521544 1.530132 0.739159 -0.1 0.4 -0.6
H -0.782254 0.488769 0.974214 0.2 -0.2 0.0
O 0.126970 -3.356672 0.094989 0.3 -0.1 0.1
H 0.687473 -3.914513 0.652318 -0.2 0.1 -0.1
H 0.675625 -3.167837 -0.678839 -0.1 0.1 0.1
O 1.468041 3.308808 0.076686 0.3 -0.1 0.2
H 1.093111 4.058969 0.543125 -0.2 0.0 -0.2
H 0.894195 3.070959 -0.674112 -0.1 0.1 -0.1
O -0.507152 -0.965055 2.656659 -0.1 -0.3 -0.2
H -0.635138 -1.589828 3.378104 0.0 0.1 0.0
H -0.447455 -1.523253 1.866511 0.2 0.1 0.2
```
Forces are in eV/Å.


Record 2
Computed, not measured: a 4-piece molecular cluster, CH11NO3 overall, with ωB97M-V/def2-TZVPD.

Results
SMILES = CN.O.O.O
total charge = 0
HOMO-LUMO gap = 10.76 eV
ΔE to the lowest compared entry with this formula, charge and spin = 9.6 kcal/mol

```
16
Properties=species:S:1:pos:R:3:forces:R:3
C 1.973902 1.009988 -0.327300 -0.4 0.1 0.7
N 0.520365 1.173818 -0.046788 0.0 -0.2 -0.6
H 2.160794 0.451378 -1.238416 0.0 0.1 -0.2
H 2.412656 2.005529 -0.353728 0.2 -0.1 -0.2
H 2.443912 0.479133 0.500157 0.0 -0.1 0.0
H 0.006115 0.572433 -0.688822 0.1 0.0 0.0
H 0.268780 2.108891 -0.344411 -0.1 0.0 0.1
O -1.549815 -2.001325 0.515653 -0.1 0.6 0.6
H -1.234661 -1.435203 1.240926 0.3 -0.4 0.0
H -2.435444 -1.620150 0.476113 -0.2 -0.3 -0.5
O 0.231325 -1.514619 -1.670899 -0.2 -0.2 0.2
H -0.043669 -2.263815 -2.214201 0.1 0.2 0.0
H -0.254217 -1.670537 -0.838501 -0.1 0.0 -0.2
O -1.623123 0.580018 1.889461 0.4 0.1 -0.5
H -0.852402 0.671327 1.278775 0.0 0.1 0.4
H -2.024516 1.453139 1.821979 -0.1 -0.1 0.2
```
Forces are in eV/Å.


Record 3
Computed, not measured: a 4-piece molecular cluster, CH11NO4 overall in a non-equilibrium geometry, with ωB97M-V/def2-TZVPD.

Results
SMILES = NCO.O.O.O
total charge = 0
HOMO-LUMO gap = 10.27 eV
ΔE to the lowest compared entry with this formula, charge and spin = 19.6 kcal/mol

```
17
Properties=species:S:1:pos:R:3:forces:R:3
N 1.977040 0.767861 -1.067428 -0.1 -0.3 -0.3
C 2.637012 1.435352 0.010751 0.3 0.7 0.7
O 1.840399 1.501544 1.174722 -0.4 -0.2 -0.1
H 2.631049 0.621331 -1.823607 0.1 -0.3 -0.1
H 1.211499 1.301452 -1.455176 -0.1 0.2 0.2
H 2.907192 2.479002 -0.162124 -0.1 0.1 -0.2
H 3.565076 0.920871 0.248223 0.2 -0.3 -0.2
H 1.572477 0.598208 1.383245 0.1 0.1 0.0
O 0.761158 -2.004666 0.849060 -0.1 0.1 0.2
H 0.389365 -1.132805 1.020894 0.0 0.0 -0.2
H 0.362419 -2.551442 1.535642 0.1 -0.1 -0.1
O -2.227125 -0.650682 -1.501742 0.3 -0.2 0.2
H -1.377633 -1.089211 -1.662175 -0.3 0.2 0.1
H -2.491389 -0.921993 -0.608293 -0.1 0.0 -0.3
O -4.228902 -0.581982 0.764965 -0.1 0.2 0.0
H -4.433227 0.279825 0.381487 0.2 -0.1 0.0
H -5.096408 -0.972657 0.911554 0.1 -0.1 0.0
```
Forces are in eV/Å.


Record 4
Computed, not measured: a 5-piece molecular cluster, CH11NO5 overall in a non-equilibrium geometry, with ωB97M-V/def2-TZVPD.

Results
SMILES = NC=O.O.O.O.O
total charge = 0
HOMO-LUMO gap = 10.61 eV
ΔE to the lowest compared entry with this formula, charge and spin = 18.9 kcal/mol

```
18
Properties=species:S:1:pos:R:3:forces:R:3
N 0.135596 1.695800 0.667039 -1.1 -0.5 1.2
C -0.380207 2.922218 0.990999 0.6 0.8 -1.1
O -0.112932 3.928568 0.372120 0.0 0.0 0.3
H -0.207016 0.960907 1.275608 0.5 -0.3 -0.2
H 1.045184 1.560398 0.266519 0.2 0.3 -0.1
H -1.102514 2.949900 1.822716 0.0 -0.4 -0.1
O -0.603304 -1.440804 1.127533 0.0 -0.1 -1.2
H -1.001683 -1.122299 0.293014 -0.3 0.4 0.7
H -0.150720 -2.210538 0.754817 0.0 -0.2 0.8
O 1.785100 -3.141219 0.642997 -0.6 0.7 -0.1
H 1.538885 -2.310273 0.204387 0.1 0.0 0.2
H 2.529433 -3.389777 0.110406 0.7 -0.6 -0.3
O -1.792306 0.208472 -0.899314 0.6 -0.1 -0.4
H -2.468346 0.878507 -0.904481 -0.6 0.2 0.0
H -0.976132 0.735616 -0.836675 -0.2 -0.2 0.2
O 0.832697 -0.887017 -1.717865 0.1 -0.6 0.3
H 0.867475 -0.001331 -2.079312 -0.2 0.1 -0.3
H 0.060796 -1.337135 -2.090504 0.2 0.4 0.0
```
Forces are in eV/Å.


Record 5
Computed, not measured: a 5-piece molecular cluster, CH11O5 overall, with ωB97M-V/def2-TZVPD.

Results
total charge = -1
HOMO-LUMO gap = 8.41 eV
ΔE to the lowest compared entry with this formula, charge and spin = 4.3 kcal/mol

```
17
Properties=species:S:1:pos:R:3:forces:R:3
C 1.723999 -0.546039 -0.630703 0.1 -0.1 0.7
O 0.756263 0.177618 0.057676 0.3 -0.3 -0.1
H 2.436507 0.081628 -1.194969 -0.2 0.0 -0.2
H 1.291813 -1.307637 -1.306495 0.1 0.1 -0.2
H 2.374065 -1.115079 0.067286 0.0 -0.1 -0.1
H -0.612469 -0.206513 -0.557875 0.4 0.5 0.3
H -1.404530 -1.071379 -1.611729 0.1 0.0 0.2
O -1.534644 -0.390088 -0.943371 -0.5 -0.6 -0.4
H 1.779803 1.317415 0.876741 0.1 0.2 -0.5
H 2.154178 1.507435 2.274752 0.3 0.3 0.2
O 2.429673 1.853422 1.415079 -0.5 -0.5 0.3
H -4.376028 0.855568 -1.281875 0.0 0.0 0.0
H -3.131841 0.130570 -1.753365 0.2 0.4 0.1
O -3.901155 0.633156 -2.086358 -0.2 -0.3 0.0
H 0.611215 -0.508121 1.766408 0.0 0.3 -0.4
H -0.754324 -0.711735 2.292798 0.2 0.0 0.2
O 0.157472 -0.700224 2.615997 -0.3 -0.2 0.0
```
Forces are in eV/Å.


Record 6
Computed, not measured: a 6-piece molecular cluster, CH11O7 overall in a non-equilibrium geometry, with ωB97M-V/def2-TZVPD.

Results
total charge = -1
HOMO-LUMO gap = 9.51 eV
ΔE to the lowest compared entry with this formula, charge and spin = 31.6 kcal/mol

```
19
Properties=species:S:1:pos:R:3:forces:R:3
O 2.047204 0.537306 -0.283132 -0.2 0.5 0.6
C 0.978021 0.778938 0.319101 -0.4 -2.7 -3.6
O -0.160061 0.275829 -0.118060 2.0 1.5 1.6
H 1.103207 1.415844 1.155463 -0.8 0.8 1.4
H -0.037288 -2.676685 0.816576 2.4 -0.1 3.7
H -0.041160 -2.072960 -0.539156 1.1 1.5 -1.3
O -0.463628 -2.671821 0.030934 -3.3 -1.7 -2.5
H -2.432833 1.466638 -1.203216 1.2 -0.5 -0.3
H -1.015494 1.591145 -2.046054 0.3 -1.2 0.6
O -1.823813 1.983437 -1.749334 -1.6 1.9 -0.3
H 2.317815 -1.715613 -1.251421 -0.2 0.1 -0.6
H 1.466341 -0.526213 -1.580581 0.9 -1.8 -0.9
O 1.753052 -1.436118 -1.997247 -0.5 1.4 1.3
H -0.620057 -1.245290 1.527569 -0.8 1.3 -1.5
H -0.408704 -0.399703 2.896694 -0.4 1.3 -0.4
O -0.353004 -1.206763 2.421914 1.1 -2.3 2.1
H -1.027716 1.270048 0.698009 -0.3 0.1 0.1
H -1.511510 2.786605 0.718222 0.2 -2.3 1.5
O -1.457342 1.947200 1.306588 -0.5 2.4 -1.3
```
Forces are in eV/Å.


Record 7
Computed, not measured: a 2-piece molecular cluster, CH11P7 overall in a non-equilibrium geometry, with ωB97M-V/def2-TZVPD.

Results
total charge = 0
HOMO-LUMO gap (spin up / spin down) = 6.53 / 6.64 eV
ΔE to the lowest compared entry with this formula, charge and spin = 70.4 kcal/mol

```
19
Properties=species:S:1:pos:R:3:forces:R:3
C 0.120988 -0.528775 0.365287 -1.2 -0.9 -2.5
P 0.394261 0.033481 -2.323156 2.3 -2.2 1.9
P -0.335280 -2.164379 -0.409518 2.3 -1.4 1.8
P 2.963617 0.399079 -0.126932 -1.0 1.2 -0.8
P -1.231219 2.231032 0.254221 0.1 -0.4 0.2
P -2.947385 -0.518023 -0.357288 0.7 -0.4 -0.7
P 1.533092 -0.236496 1.430260 0.6 0.9 0.2
P -1.399284 0.167832 1.047158 -0.6 -0.1 0.2
H -0.806443 0.417970 -2.735956 -2.0 1.3 -0.3
H 1.078535 1.206633 -2.028083 -0.4 0.8 -0.2
H 0.996112 -2.638687 -0.780633 -0.7 0.7 -0.3
H 0.006569 -2.988134 0.815662 -1.0 0.6 -0.8
H 3.753980 0.944082 0.829291 1.4 0.3 1.0
H 2.418917 1.776232 -0.249531 0.2 -1.2 -0.1
H -1.696896 2.950841 1.400853 0.2 -0.3 -0.1
H 0.026394 1.862928 0.774479 0.5 1.1 0.0
H -3.265136 -1.743657 0.271559 -0.2 0.1 0.1
H -3.831966 0.284374 0.330280 -0.8 0.4 0.5
H 2.221146 -1.456331 1.492050 -0.3 -0.6 -0.1
```
Forces are in eV/Å.


Record 8
Computed, not measured: CH12Mn2O9 as an isolated structure in a non-equilibrium geometry, with ωB97M-V/def2-TZVPD.

Results
⟨S²⟩ = 30.01
multiplicity = 11
total charge = +2
HOMO-LUMO gap (spin up / spin down) = 6.99 / 6.93 eV
ΔE to the lowest compared entry with this formula, charge and spin = 0.0 kcal/mol

```
24
Properties=species:S:1:pos:R:3:forces:R:3
Mn 0.748832 2.176242 -0.257240 -1.5 -1.0 -0.4
Mn -1.068705 -3.133500 0.844409 1.1 1.5 0.1
C 0.090448 -0.948682 0.512305 -0.8 0.8 -0.9
O 0.419390 0.217406 0.123053 0.6 -0.4 0.3
O 0.282834 -1.999077 -0.240168 -0.4 -0.3 0.2
O -0.617703 -1.152527 1.567061 -0.5 -0.8 0.1
O 0.289980 -0.545573 -3.244251 0.1 0.3 0.6
H 1.057541 -0.866636 -3.738110 -0.1 0.1 -0.1
H 0.414356 -0.878674 -2.342387 0.0 -0.3 -0.2
O 0.119873 2.022174 -2.298485 0.2 -0.4 -0.1
H -0.156868 2.602736 -3.023791 0.1 0.2 0.3
H 0.104008 1.103137 -2.701007 0.3 0.1 0.1
O 0.868599 -0.923799 4.082339 0.0 -0.1 -0.3
H 0.361273 -0.886874 3.260240 0.2 0.0 0.2
H 1.714964 -1.330055 3.855240 -0.1 0.1 0.1
O 3.213668 -2.185591 -0.785834 -0.2 0.2 -0.1
H 3.272193 -2.551222 -1.677072 0.1 0.0 0.2
H 2.270303 -2.104609 -0.596133 0.2 -0.2 -0.2
O -3.036341 0.983856 1.497417 1.0 0.5 0.1
H -3.104723 1.639094 2.211885 -0.4 -0.4 0.1
H -2.319187 0.386989 1.784012 -0.3 0.1 0.1
O -1.253837 2.697650 0.333557 -0.1 0.4 0.1
H -1.995830 2.134565 0.724794 0.6 -0.3 -0.3
H -1.675066 3.542962 0.108159 0.2 -0.1 0.0
```
Forces are in eV/Å.


Record 9
Computed, not measured: a 4-piece molecular cluster, CH12N2O3 overall in a non-equilibrium geometry, with ωB97M-V/def2-TZVPD.

Results
SMILES = NCN.O.O.O
total charge = 0
HOMO-LUMO gap = 9.99 eV
ΔE to the lowest compared entry with this formula, charge and spin = 9.3 kcal/mol

```
18
Properties=species:S:1:pos:R:3:forces:R:3
N -1.066610 -0.688752 0.257131 -0.2 0.3 0.1
C 0.133380 -0.773413 1.070825 0.3 -1.2 1.0
N 0.340257 0.147790 2.193378 0.2 0.8 -1.2
H -1.059325 0.106409 -0.366201 0.3 0.3 0.0
H -1.846735 -0.521414 0.887571 -0.1 -0.3 -0.2
H 1.006163 -0.798773 0.422359 0.1 0.3 0.0
H 0.135247 -1.764409 1.544001 -0.2 0.0 -0.3
H 0.570704 1.052575 1.791204 0.2 0.1 0.1
H -0.539843 0.361601 2.634090 -0.4 -0.3 0.4
O 1.317486 1.169526 -1.525672 -0.3 -0.2 -0.4
H 1.326559 0.573001 -2.303117 0.2 0.4 0.9
H 2.037205 0.927866 -0.930919 0.0 -0.2 -0.4
O 0.126735 -2.684511 -1.861799 0.5 1.1 0.0
H -0.300038 -1.935092 -1.390509 -0.1 -1.0 -0.1
H -0.468344 -3.427451 -1.850463 -0.5 -0.1 0.2
O -0.536789 2.939452 0.167588 0.9 -0.5 -0.2
H -1.312343 2.861530 -0.381704 -0.5 0.1 -0.2
H 0.136292 2.454069 -0.357760 -0.4 0.4 0.3
```
Forces are in eV/Å.


Record 10
Computed, not measured: a 5-piece molecular cluster, CH12N2O4 overall in a non-equilibrium geometry, with ωB97M-V/def2-TZVPD.

Results
⟨S²⟩ = 0.75
multiplicity = 2
total charge = -1
HOMO-LUMO gap (spin up / spin down) = 2.38 / 9.28 eV
ΔE to the lowest compared entry with this formula, charge and spin = 9.3 kcal/mol

```
19
Properties=species:S:1:pos:R:3:forces:R:3
N 0.518761 1.093534 -1.129844 0.3 -0.4 0.7
C 0.143236 1.766049 0.001919 -0.4 0.2 -0.9
N -1.090847 1.923674 0.352327 0.3 0.4 -0.4
H 0.027337 0.227341 -1.324741 -0.4 0.2 -0.3
H 1.512572 0.958425 -1.253045 0.2 0.0 0.4
H 0.944906 2.275137 0.530878 0.1 0.2 -0.3
H -1.099153 2.776255 0.909435 -0.2 -0.5 0.7
H 0.373777 -2.010924 0.162383 0.1 0.2 0.0
H 0.707333 -1.097724 1.368958 -0.1 -0.1 -0.2
O 0.579068 -2.023135 1.106020 0.1 -0.2 0.1
H -1.903939 -0.879681 -2.001159 -0.2 0.2 -0.6
H -1.527778 -1.149141 -0.573044 0.4 -0.1 -0.2
O -1.206381 -1.293130 -1.498689 0.0 -0.3 0.6
H -2.295368 0.475326 0.639979 1.2 -0.4 0.6
H -3.161795 -0.624017 0.319231 -0.2 -0.8 0.4
O -2.359088 -0.501484 0.851066 -1.2 1.1 -0.9
H 3.919608 -0.216412 0.683644 -0.3 0.0 -0.3
H 2.766682 -1.193532 0.710431 -0.2 -0.2 0.0
O 3.151071 -0.506569 0.144247 0.4 0.2 0.3
```
Forces are in eV/Å.


The highest total charge belongs to which entry? CH12Mn2O9


The highest ΔE to the lowest compared entry with this formula, charge and spin belongs to which entry? CH11P7